{"formula": "C7H7F3INOS", "method": "wB97M-V/def2-TZVPD", "elements": ["C", "O", "H", "C", "I", "H", "H", "N", "C", "H", "F", "F", "C", "H", "C", "F", "H", "S", "C", "C", "H"], "coordinates": [[-0.702023, 1.331681, -0.101359], [-0.148996, -1.715118, 1.404508], [1.786778, 2.454017, 1.972197], [0.052019, -0.569084, 1.125586], [4.265730, -0.551098, 0.199266], [-1.324691, 1.902739, -0.867596], [-1.644811, -1.782383, -0.552557], [-0.791694, 0.064991, 0.196394], [0.195531, 3.631525, 0.110084], [1.735495, -0.288398, 2.283846], [1.218085, 3.906547, -0.780821], [0.353047, 4.514364, 1.054156], [1.103411, 1.583845, 1.439575], [4.047615, -0.237331, -2.410327], [0.237359, 2.136425, 0.506910], [-0.899986, 3.886590, -0.564196], [-2.658870, -0.688093, 0.603805], [2.897532, 0.040353, -1.587399], [-2.019490, -0.613309, -0.230386], [1.098122, 0.265996, 1.625444], [-2.518476, -0.083191, -1.016000]], "forces_ev_per_angstrom": [[0.8, 4.1, -0.9], [-0.2, -1.7, 0.6], [-1.3, -2.9, -1.1], [0.0, 1.0, -1.1], [0.5, -0.3, 1.0], [0.4, -1.8, 1.1], [-1.5, 3.4, 0.8], [-1.7, -0.9, -0.5], [2.1, -2.2, -1.4], [0.4, 0.2, 0.4], [-0.1, -0.3, 0.3], [-0.2, 0.5, 1.5], [2.3, 3.8, 1.2], [-2.0, 0.5, 0.7], [-1.8, 1.4, -1.1], [-1.4, 0.7, -0.4], [-0.8, -0.4, 1.0], [1.6, -0.3, -1.7], [2.6, -4.1, -1.0], [0.3, -1.0, 1.1], [0.1, 0.2, -0.5]], "de_lowest_ev": 0.000, "homo_ev": -8.71, "smiles": "Cn1cc(C(F)(F)F)ccc1=O.SI", "spin_multiplicity": 1, "max_force_ev_per_a": 4.95}